Entry from the Open Molecules 2025 dataset: a cluster of 11 separate species, C67H151N8O13 in total in a non-equilibrium geometry (ωB97M-V with the def2-TZVPD basis set).

The geometry in XYZ format:
```
239
Properties=species:S:1:pos:R:3:forces:R:3
C -5.589440 -2.862045 -2.726845 -0.3 0.3 0.6
C -4.692040 -2.874995 -3.929835 0.5 -1.6 -1.2
C -4.786410 -4.249535 -4.713225 -0.1 1.5 -1.6
N -3.933050 -4.348595 -6.051575 0.8 -1.6 0.2
C -4.104620 -5.806485 -6.647955 0.1 0.6 -0.3
C -3.472790 -5.989365 -8.051785 -1.1 -0.2 0.3
C -3.782070 -4.878905 -9.054665 0.6 0.7 0.7
C -3.612210 -3.446395 -8.466035 -0.4 0.5 1.4
C -4.345240 -3.287545 -7.056625 -0.3 -1.1 -0.2
C -2.444660 -4.222125 -5.746675 -1.3 0.4 1.3
H -6.629130 -2.763495 -3.038965 0.0 -0.1 0.1
H -5.324570 -1.949385 -2.193005 -0.2 0.1 0.3
H -5.513640 -3.687265 -2.018765 0.2 -0.2 -0.2
H -3.651370 -2.681035 -3.670085 -0.1 0.1 0.0
H -5.090350 -2.060755 -4.535205 0.5 -0.1 -0.4
H -5.800290 -4.283645 -5.111975 -0.1 -0.3 0.2
H -4.622230 -5.131515 -4.094145 0.4 0.1 -0.1
H -5.175670 -6.008785 -6.651845 0.0 0.2 -0.1
H -3.627080 -6.507905 -5.963795 -0.1 0.3 0.3
H -3.925830 -6.868985 -8.509085 -0.3 -0.3 0.4
H -2.429910 -6.305215 -8.024525 0.2 0.7 0.3
H -4.798080 -4.933035 -9.445705 -0.1 -0.3 0.2
H -3.111710 -5.136135 -9.874755 -0.1 0.8 -0.3
H -4.054620 -2.682035 -9.104875 -0.2 -0.2 -0.1
H -2.604760 -3.062575 -8.305335 0.3 -0.6 -0.2
H -5.425130 -3.406745 -7.144545 -0.1 -0.2 -0.3
H -4.237060 -2.379885 -6.462855 0.6 0.4 -0.8
H -1.780090 -4.537345 -6.551095 -0.3 0.2 0.2
H -2.360940 -4.805545 -4.829775 0.6 -0.4 -0.3
H -2.287310 -3.195945 -5.414565 0.3 0.0 -0.6
C 10.165630 -1.347775 1.953355 -0.3 0.3 -0.3
C 8.696140 -1.677435 1.642335 -0.2 -1.3 -0.3
C 7.671190 -0.751855 2.288125 -0.9 -1.0 0.9
N 6.148790 -1.212905 2.262175 -0.9 -0.5 -1.9
C 5.248600 -0.200725 3.017365 0.5 0.6 -2.4
C 5.202510 1.198995 2.238525 1.0 -0.6 1.3
C 4.875690 1.104395 0.776235 -0.9 0.9 0.1
C 5.679690 0.104775 0.049795 0.3 -2.5 0.0
C 5.633720 -1.298885 0.767045 0.0 1.1 0.6
C 5.867140 -2.621015 2.868155 1.5 0.8 -0.1
H 10.855750 -2.106355 1.584035 -0.4 -0.3 0.0
H 10.342800 -1.264985 3.025665 0.0 0.3 -0.1
H 10.460670 -0.455725 1.400815 0.0 0.3 0.4
H 8.500470 -2.692175 1.988935 0.0 -0.1 0.4
H 8.586600 -1.814235 0.566515 -0.2 0.6 -0.2
H 7.721240 0.269355 1.910355 -0.2 -0.2 0.2
H 7.823260 -0.805735 3.366125 0.4 0.6 0.1
H 5.615430 -0.206365 4.043765 -0.3 0.3 -0.1
H 4.251740 -0.619475 2.879535 0.0 -0.2 0.6
H 6.169710 1.700685 2.268865 0.2 -0.2 0.4
H 4.547930 1.903845 2.751185 -0.3 -0.3 0.2
H 5.032060 2.078915 0.313675 0.1 0.2 0.0
H 3.824030 0.910735 0.564985 -0.3 -0.3 0.4
H 6.718490 0.382685 -0.128395 -0.1 0.2 -0.1
H 5.168070 -0.030915 -0.903065 0.5 -0.1 -0.3
H 6.159550 -2.094675 0.239495 0.5 0.3 0.2
H 4.609780 -1.665795 0.837875 -0.2 0.1 0.2
H 6.260930 -2.593455 3.884165 0.0 -0.1 0.0
H 6.429070 -3.338115 2.269735 0.0 0.1 0.1
H 4.825710 -2.942115 2.888765 -0.3 0.7 -0.3
C -1.412710 6.546965 -1.333585 -0.6 -0.3 -0.6
C -0.286150 7.266965 -0.567715 -0.2 -1.1 0.5
C 0.015320 6.412125 0.708545 1.1 0.5 0.3
N 1.093790 6.945275 1.687235 0.3 1.4 2.2
C 1.512910 6.000155 2.812625 0.2 -1.7 -2.1
C 2.081710 4.628795 2.200205 0.5 1.2 1.0
C 3.203030 4.853115 1.168845 0.3 0.3 0.4
C 2.976430 6.012675 0.191255 -0.6 0.2 0.3
C 2.441440 7.320085 0.911935 -1.6 -1.0 0.3
C 0.532430 8.219015 2.517995 0.4 0.2 -2.8
H -2.413740 6.841065 -1.018075 0.1 0.2 0.0
H -1.443730 5.457605 -1.354455 0.6 -0.4 1.0
H -1.348170 6.635135 -2.418095 0.0 1.0 0.0
H -0.584220 8.284255 -0.313995 -0.1 -0.1 0.0
H 0.561580 7.328615 -1.250095 0.3 -0.1 0.4
H 0.419440 5.443915 0.413005 -0.2 0.1 -0.1
H -0.859190 6.247865 1.338105 -0.2 0.1 -0.2
H 0.688000 5.863045 3.511785 -0.1 -0.1 -0.2
H 2.311050 6.538925 3.323315 0.0 -0.2 0.0
H 1.374790 3.912595 1.781395 -0.6 0.5 0.1
H 2.510230 4.112805 3.059405 0.0 -0.1 0.1
H 3.376660 3.918625 0.635285 -0.2 0.1 -0.4
H 4.179320 5.038885 1.616565 -0.1 0.1 0.7
H 2.297090 5.655955 -0.582925 -0.2 0.4 -0.1
H 3.936130 6.108305 -0.316615 -0.1 0.8 0.0
H 2.025760 8.160785 0.356465 0.9 -0.2 -0.8
H 3.089200 7.722345 1.690835 0.2 -0.2 -0.1
H -0.484180 8.079245 2.885485 0.3 -0.6 0.0
H 0.481790 8.983305 1.742495 -0.3 0.1 0.0
H 1.176640 8.702495 3.252405 0.5 -1.0 0.2
C -2.473800 -5.601175 7.331615 -0.1 0.1 0.7
C -1.563550 -5.457055 6.109315 0.0 -0.4 0.4
C -1.714650 -6.606335 5.072965 -0.1 2.1 -0.1
N -0.985540 -6.266675 3.734515 1.4 -0.5 0.6
C -1.163680 -7.447285 2.737035 -1.2 0.4 1.9
C -0.799430 -7.180665 1.340305 -1.1 0.4 -1.6
C -1.519450 -5.898855 0.832635 0.4 -1.2 -0.6
C -1.101090 -4.729555 1.609415 0.7 0.3 1.7
C -1.498790 -4.903465 3.113885 1.0 -0.8 -1.1
C 0.577680 -6.282905 4.014295 -1.4 0.4 -0.9
H -2.411420 -6.579925 7.807285 0.0 0.0 0.0
H -3.524200 -5.323055 7.245525 -0.1 -0.4 -0.8
H -2.172430 -4.855685 8.067495 0.5 -0.2 0.2
H -0.554020 -5.419765 6.518645 0.1 0.1 -0.3
H -1.818890 -4.478935 5.701675 0.3 -0.1 -0.4
H -2.791540 -6.597195 4.904675 0.0 -0.7 -0.6
H -1.353460 -7.558595 5.461365 0.0 0.0 -0.3
H -2.231580 -7.646355 2.826755 -0.1 -0.2 -0.2
H -0.635160 -8.326925 3.104485 0.0 0.3 0.4
H -1.287660 -8.006965 0.823635 0.3 -0.2 -0.2
H 0.266960 -7.288415 1.142035 0.0 0.5 -0.1
H -2.596950 -6.006955 0.956835 -0.2 -0.4 -0.1
H -1.341390 -5.681985 -0.220625 0.1 -0.4 -0.1
H -1.583180 -3.839735 1.204565 0.1 0.3 0.4
H -0.020320 -4.613935 1.527775 0.1 0.3 0.0
H -2.588380 -4.922005 3.090495 0.0 -0.2 0.8
H -1.068830 -4.059435 3.653175 -0.3 -0.4 0.4
H 0.844610 -5.671195 4.876075 -0.1 0.1 -0.4
H 0.984770 -5.953735 3.058245 0.4 0.4 0.5
H 0.900520 -7.314245 4.156425 -0.4 0.1 0.2
C -1.415510 -2.854795 -2.072495 0.8 0.8 -0.5
C -0.478620 -1.638425 -2.434025 -1.2 -0.2 1.7
C -0.480180 -0.681415 -1.174045 2.1 0.8 -1.5
N 0.594360 0.458875 -1.289145 -0.2 -0.3 -0.9
C 2.010720 -0.132245 -1.526615 -0.6 1.5 0.9
C 0.557410 1.392245 -0.056705 0.6 -0.6 -1.2
C -0.540220 2.391545 -0.345365 0.3 -0.4 1.7
C -0.537030 2.610595 -1.814245 0.4 -0.6 -1.3
C 0.212130 1.400735 -2.450335 0.7 0.2 0.0
H -0.961960 -3.482175 -1.305175 0.0 0.0 0.0
H -1.578630 -3.439635 -2.977725 0.1 -0.2 0.1
H -2.399310 -2.516585 -1.747135 0.0 0.1 0.2
H -0.920950 -1.136185 -3.294375 0.2 0.2 0.0
H 0.512630 -1.998505 -2.709465 -0.1 0.1 0.1
H -0.113160 -1.165645 -0.269105 -0.8 -0.4 0.2
H -1.389250 -0.080345 -1.153575 -0.4 -0.6 0.6
H 2.664570 0.739835 -1.533815 0.0 0.2 -0.7
H 2.034700 -0.663915 -2.477855 0.0 -0.1 0.3
H 2.323020 -0.656425 -0.623405 -0.5 -0.8 -0.3
H 1.481600 1.969235 -0.088995 0.4 -0.5 0.0
H 0.462420 0.797125 0.851545 0.1 0.0 -0.1
H -0.216190 3.325455 0.113875 -0.5 0.0 0.5
H -1.450250 2.013135 0.120215 -0.4 0.4 -0.4
H 0.073320 3.491795 -2.011855 -0.3 0.1 -0.4
H -1.558830 2.726015 -2.175795 0.3 0.1 -0.4
H 1.162520 1.678755 -2.905925 0.1 0.5 0.3
H -0.281970 0.920925 -3.295175 -0.4 -0.5 0.6
C -1.899470 2.134065 2.863545 -0.3 0.6 1.2
C -2.526480 2.626955 4.180095 -1.6 0.3 0.2
C -1.962110 3.935145 4.696465 0.5 0.7 1.5
N -2.576880 4.562955 6.039555 -1.1 -0.3 -0.3
C -2.261120 3.649355 7.242215 1.4 0.3 -0.3
C -4.120790 4.776555 5.921005 0.7 1.7 -0.9
C -4.290970 6.132385 5.115105 -0.1 -1.2 0.1
C -3.029520 6.940595 5.353725 0.6 -0.1 1.0
C -2.111730 6.049675 6.227545 0.5 -0.1 -0.3
H -2.137150 2.888795 2.113895 0.6 0.0 -0.2
H -2.397520 1.215575 2.553015 0.3 -0.1 0.0
H -0.837760 1.988615 3.062875 0.1 -0.1 -0.7
H -2.626360 1.861455 4.949605 0.5 -0.1 0.0
H -3.556870 2.877635 3.927965 -0.4 -0.2 0.0
H -2.060150 4.685835 3.912275 0.0 0.2 0.2
H -0.922150 3.845835 5.010485 0.2 0.0 -0.4
H -1.183110 3.530875 7.351635 0.3 0.4 -0.5
H -2.573460 2.612205 7.120305 -0.8 0.4 -0.2
H -2.509610 4.075185 8.214335 -0.8 0.2 -0.4
H -4.476990 4.973755 6.932115 0.0 -0.5 0.0
H -4.637910 3.970305 5.400755 0.3 -0.3 0.5
H -5.205330 6.624075 5.447195 0.1 0.0 0.0
H -4.391530 5.966535 4.042495 -0.2 -0.3 0.0
H -3.223730 7.848915 5.924115 0.0 0.0 -0.1
H -2.541080 7.249115 4.429425 0.0 -0.2 0.0
H -2.114870 6.341555 7.277735 -0.8 -0.5 0.2
H -1.052240 6.204315 6.023375 0.1 -0.7 -0.6
C -4.269460 1.448935 -1.383345 -0.1 -1.1 0.7
O -3.914220 0.967125 -0.038215 0.1 1.0 -1.0
C -4.709160 -0.082635 0.436165 -0.1 0.3 0.6
C -6.112270 0.410115 0.985245 1.0 -0.3 -0.6
N -5.973480 1.343145 2.209965 -2.1 -0.5 -2.2
H -5.596520 0.730545 2.918995 -0.1 0.5 1.0
H -5.382650 2.141215 2.025275 0.7 -0.1 -0.1
C -7.388240 1.915795 2.511815 0.3 0.3 1.3
C -7.330020 2.758815 3.826645 -0.2 -2.5 -0.1
O -6.451310 1.948375 4.652405 0.4 1.0 -1.0
C -6.838950 1.744445 6.003245 0.3 0.4 0.4
H -5.339270 1.657725 -1.381825 0.1 0.6 -0.3
H -4.110240 0.672855 -2.131975 0.1 -0.4 0.1
H -3.610580 2.264915 -1.680225 -0.4 0.2 0.5
H -4.083610 -0.551325 1.195845 -0.3 0.2 0.8
H -4.725860 -0.912745 -0.270055 -1.0 0.2 -0.5
H -6.744080 -0.427785 1.279925 0.2 -0.1 0.4
H -6.722980 0.926475 0.244635 0.4 0.2 -0.1
H -8.042040 1.046475 2.582075 0.0 0.2 0.1
H -7.723290 2.575835 1.711705 0.4 -0.4 -0.4
H -8.306220 2.806325 4.309235 -0.2 -0.1 -0.3
H -7.081240 3.787145 3.564455 0.9 0.1 0.5
H -6.902780 2.730945 6.462415 -0.6 -0.2 0.4
H -6.031150 1.224515 6.518235 0.1 -0.1 -0.3
H -7.725580 1.114975 6.079085 -0.2 0.4 0.1
C 3.340130 -3.464145 -2.508065 0.9 0.2 -0.4
O 3.689830 -2.487425 -3.532545 -2.6 -1.6 0.8
C 4.828910 -1.762385 -3.331295 0.2 1.8 -0.2
C 5.049240 -1.025715 -4.674985 1.2 -0.7 0.5
N 3.839610 -0.289955 -5.169075 0.1 -1.1 0.5
H 2.999110 -0.814415 -4.972625 -0.8 -1.1 -0.5
H 3.676450 0.464345 -4.517525 0.7 1.7 0.0
C 3.835910 -0.013155 -6.651565 0.8 0.6 0.4
C 4.985100 0.889345 -7.110245 -0.9 -0.4 0.5
O 6.239880 0.307565 -6.895275 -0.1 -0.7 0.2
C 7.198070 0.809815 -7.789545 0.3 1.3 -0.2
H 2.365360 -3.930035 -2.652515 -0.1 0.5 -0.6
H 3.341340 -3.058065 -1.496525 0.1 0.3 0.1
H 4.067280 -4.273445 -2.574295 0.1 -0.1 0.2
H 5.639820 -2.396825 -2.973505 0.5 0.0 -0.6
H 4.726950 -0.973545 -2.586025 -0.4 0.1 0.6
H 5.376110 -1.839445 -5.322365 -0.4 0.5 -0.8
H 5.835540 -0.272415 -4.626415 0.0 -0.3 0.1
H 2.935600 0.543655 -6.911375 -0.3 -0.5 0.3
H 3.836720 -1.016455 -7.077585 -0.1 0.3 -0.4
H 4.907280 1.854385 -6.609515 0.1 0.2 0.4
H 4.711880 1.120495 -8.139815 0.6 -0.3 -0.5
H 7.003120 0.431115 -8.792875 0.2 0.1 -0.1
H 8.238760 0.682135 -7.491625 -0.3 -1.0 0.3
H 7.126930 1.896195 -7.736465 -0.2 0.3 -0.6
O 0.846780 -1.765625 2.464715 -0.8 0.2 -0.8
C 1.773210 -2.646935 1.973075 3.0 -1.2 -1.3
O 2.375020 -3.245525 2.908795 -0.4 -0.3 0.4
O 2.045160 -2.764545 0.773165 -1.1 0.9 -0.6
H 1.032860 -2.214135 3.292855 -0.8 0.8 2.2
O 0.249440 -3.188965 -5.587705 -1.4 -1.9 0.9
C 0.983930 -2.269325 -6.158715 4.7 1.9 -5.8
O 0.938710 -1.144265 -5.604435 -0.5 1.7 2.3
O 1.637250 -2.440335 -7.212105 -0.8 -1.2 1.3
H -0.076520 -2.444445 -5.076805 -1.6 -0.3 2.0
O 4.959620 4.109525 -2.880725 1.6 0.8 -0.6
C 4.161720 3.078375 -2.734615 -0.4 -4.6 -2.8
O 3.142590 3.313945 -2.116895 -3.8 1.1 3.2
O 4.318120 1.956885 -3.314475 1.4 0.6 0.3
H 4.284050 4.721035 -2.578635 0.5 1.4 0.2
```
Forces are in eV/Å.

Output
E: -110415.3861 eV
net charge: +5
frontier orbital gap: 4.939 eV
max |F|: 7.70 eV/A